# 1
CH2N2O3 | ωB97M-V/def2-TZVPD

Structure (XYZ):
```
8
Properties=species:S:1:pos:R:3:forces:R:3
C 1.04773 0.16033 1.06489 -2.354 2.637 2.918
N 2.16839 0.04150 0.67931 0.885 -0.489 -0.186
N -1.24874 -0.69546 -0.88978 -3.212 -0.462 1.456
O 0.12911 0.56865 1.71626 1.333 -1.701 -1.831
O -1.79404 0.54920 -0.74348 -2.829 0.690 1.192
O -0.19511 -0.63593 -1.37812 5.194 -0.970 -2.322
H -2.64084 0.31756 -0.28342 0.768 0.731 -0.411
H 2.53350 -0.30585 -0.16567 0.214 -0.437 -0.816
```
Positions in Å, forces in eV/Å.

* HOMO (alpha / beta): -8.11 / -10.97 eV
* spin multiplicity: 3
* HOMO-LUMO gap (alpha / beta): 8.88 / 8.55 eV
* charge: 0

# 2
CH2N2O3P | ωB97M-V/def2-TZVPD

Structure (XYZ):
```
9
Properties=species:S:1:pos:R:3:forces:R:3
C -1.65434 -0.42361 -0.62325 -0.855 0.234 -1.840
N -2.23496 -0.33341 -1.62437 0.574 -0.414 1.032
N 1.84162 0.19089 -0.35259 2.858 -3.367 -4.993
O -0.51607 1.31710 0.91344 0.374 0.312 -0.239
O -1.31875 -0.92605 2.00963 0.946 0.462 -1.694
O 1.24348 -0.88217 0.19476 -3.996 0.146 1.862
P -0.74137 -0.13497 0.86864 1.847 -1.688 1.723
H 1.62866 1.00729 0.04158 -1.482 3.966 1.859
H 1.75172 0.18492 -1.42784 -0.266 0.348 2.290
```
Positions in Å, forces in eV/Å.

* HOMO (alpha / beta): -4.00 / -4.00 eV
* HOMO-LUMO gap (alpha / beta): 8.36 / 8.36 eV
* charge: -1

# 3
CH2N2O3P | ωB97M-V/def2-TZVPD

Structure (XYZ):
```
9
Properties=species:S:1:pos:R:3:forces:R:3
C 0.94020 -1.67549 0.10798 -0.642 -0.608 -0.573
N 1.55842 -2.44428 0.70195 0.159 0.271 0.040
N -0.11794 1.83429 0.97677 -2.817 0.942 -0.075
O 0.35555 0.02260 -1.95125 0.559 0.391 0.703
O -1.55934 -1.45872 -1.14315 0.122 -0.401 0.850
O -0.15020 0.49455 1.38059 -0.453 -0.828 -2.524
P -0.26962 -0.80073 -0.90547 -0.009 1.043 1.321
H -1.18850 2.18584 0.71113 3.333 -1.209 0.499
H 0.43144 1.84193 0.12146 -0.253 0.400 -0.242
```
Positions in Å, forces in eV/Å.

* HOMO (alpha / beta): -3.63 / -3.62 eV
* HOMO-LUMO gap (alpha / beta): 7.43 / 7.42 eV
* charge: -1

# 4
CH2N2O3S | ωB97M-V/def2-TZVPD

Structure (XYZ):
```
9
Properties=species:S:1:pos:R:3:forces:R:3
C -0.47749 -0.09742 0.45641 0.915 -0.381 -2.679
N 2.92803 -0.75633 -0.15009 1.214 0.474 -1.561
N 2.37650 -1.04704 0.72769 -0.741 -0.604 1.724
O 0.09325 -2.13843 -0.82565 -0.083 -1.062 -0.005
O -1.68052 -0.61618 0.02068 -1.767 0.044 -0.134
O 0.33452 0.40513 -0.51534 -0.665 0.522 1.091
S -0.66852 -1.85747 0.39951 0.779 -0.269 -0.460
H -0.50501 0.50057 1.25744 -0.138 1.932 3.177
H 0.38088 -0.32351 -1.13112 0.486 -0.656 -1.153
```
Positions in Å, forces in eV/Å.

* HOMO: -10.28 eV
* HOMO-LUMO gap: 10.70 eV
* charge: 0

# 5
CH2N2O3S | ωB97M-V/def2-TZVPD

Structure (XYZ):
```
9
Properties=species:S:1:pos:R:3:forces:R:3
C -0.49042 0.31369 -0.59665 0.140 -0.503 0.680
N -0.66413 1.07139 -1.60650 0.405 0.888 -0.925
N 0.71526 0.26898 -0.03345 0.236 -0.062 0.171
O 0.70957 3.22368 -1.67789 -0.025 0.116 0.277
O 1.33683 1.38909 -3.16193 0.110 -0.278 -0.041
O 1.63775 1.09085 -0.65741 -0.408 0.193 -0.411
S 0.76347 1.83405 -1.94579 -0.325 -0.339 0.284
H -1.28102 -0.29175 -0.18247 -0.059 -0.103 0.104
H 1.06240 -0.24800 0.75803 -0.074 0.089 -0.139
```
Positions in Å, forces in eV/Å.

* HOMO: -10.12 eV
* HOMO-LUMO gap: 10.48 eV
* charge: 0

# 6
CH2N2O3S | ωB97M-V/def2-TZVPD

Structure (XYZ):
```
9
Properties=species:S:1:pos:R:3:forces:R:3
C -0.90310 0.95312 0.54928 -2.906 1.906 -0.586
N -0.02550 0.04139 0.04347 0.800 0.026 0.349
N 2.05232 0.31522 0.35576 -1.921 -0.811 0.173
O -1.93627 0.74580 1.18061 1.562 -0.593 -0.068
O 2.53202 1.36340 0.18340 0.786 0.811 -0.152
O 2.40495 -0.79339 0.54239 0.883 0.374 0.025
S -0.14206 -1.52023 0.50359 0.559 -0.283 -2.143
H -0.89638 1.96176 0.03102 1.099 -0.699 0.692
H 0.47643 -1.78595 -0.75068 -0.860 -0.731 1.709
```
Positions in Å, forces in eV/Å.

* HOMO (alpha / beta): -9.42 / -9.54 eV
* HOMO-LUMO gap (alpha / beta): 8.01 / 7.59 eV
* charge: 0

# 7
CH2N2O3S | ωB97M-V/def2-TZVPD

Structure (XYZ):
```
9
Properties=species:S:1:pos:R:3:forces:R:3
C -1.81907 1.04022 0.10649 4.325 -3.168 0.040
N -1.03449 0.51280 -0.68367 0.982 0.979 -5.107
N 1.46132 0.15120 0.19524 0.526 -0.382 -0.472
O -2.65688 1.51990 0.67686 -6.650 4.247 3.775
O -0.35165 -1.23854 0.95906 -0.483 -1.622 1.027
O 0.30472 -1.38158 -1.48031 -0.072 -1.191 -1.341
S 0.08183 -0.70560 -0.27328 2.974 1.175 1.657
H 2.19240 0.52813 -0.48331 -1.610 -1.143 1.044
H 1.82182 -0.42652 0.98293 0.007 1.105 -0.625
```
Positions in Å, forces in eV/Å.

* HOMO (alpha / beta): -5.49 / -11.39 eV
* spin multiplicity: 3
* HOMO-LUMO gap (alpha / beta): 5.84 / 6.78 eV
* charge: 0

# 8
CH2N2O4 | ωB97M-V/def2-TZVPD

Structure (XYZ):
```
9
Properties=species:S:1:pos:R:3:forces:R:3
C -2.83009 -0.75445 -0.19404 0.844 -0.532 -0.148
N 0.18106 0.16516 -0.34646 3.316 1.836 1.205
N 0.05777 -0.97567 0.20384 0.770 -0.925 0.393
O -2.93117 -1.72442 0.41176 -0.697 -0.427 0.527
O -2.60768 0.17697 -0.84172 -0.392 0.851 -0.378
O 1.00232 -1.36661 0.92157 -1.227 1.005 -0.894
O 1.27032 1.09359 -0.10117 0.003 -0.690 0.162
H -0.39474 0.66145 -0.99578 -0.964 -0.588 -0.112
H 2.01015 0.73680 0.47104 -1.654 -0.529 -0.755
```
Positions in Å, forces in eV/Å.

* SMILES string: O=C=O.O=NNO
* HOMO: -9.98 eV
* HOMO-LUMO gap: 10.44 eV
* charge: 0

# 9
CH2N2O4S | ωB97M-V/def2-TZVPD

Structure (XYZ):
```
10
Properties=species:S:1:pos:R:3:forces:R:3
C -1.73615 0.99745 -0.11213 0.145 -0.525 -1.849
N -1.74125 1.87531 0.63271 -0.213 0.863 1.283
N 0.77374 0.16251 0.59355 -0.172 1.031 -0.332
O -0.68297 -1.70701 1.09046 -2.484 -2.034 1.964
O 0.80655 -1.71206 -0.97561 -2.129 -0.354 0.808
O 1.68057 0.55527 -0.38144 2.156 -0.353 -0.695
O -1.52722 0.13524 -1.01172 0.811 -1.807 1.105
S -0.06377 -1.12674 0.01332 2.916 2.310 -3.660
H 0.06158 0.97020 0.64953 1.168 -0.696 0.581
H 2.42892 -0.15018 -0.49867 -2.199 1.564 0.792
```
Positions in Å, forces in eV/Å.

* HOMO: -11.13 eV
* HOMO-LUMO gap: 8.80 eV
* charge: 0

# 10
CH2N2OS | ωB97M-V/def2-TZVPD

Structure (XYZ):
```
7
Properties=species:S:1:pos:R:3:forces:R:3
C -1.45593 0.42626 0.11417 -0.091 0.200 -0.299
N -2.55060 0.84099 -0.10861 -0.744 0.357 -0.335
N 2.68184 -1.10322 0.12245 0.194 -0.469 0.432
O -0.34540 0.10752 0.13492 0.985 -0.476 0.318
S 3.09826 0.36210 -0.11025 -0.145 0.067 -0.237
H 1.99058 -1.49170 -0.52612 -0.034 0.420 -0.183
H -3.41876 0.85805 0.37344 -0.166 -0.098 0.304
```
Positions in Å, forces in eV/Å.

* SMILES string: N=C=O.N=S
* HOMO (alpha / beta): -8.31 / -8.31 eV
* HOMO-LUMO gap (alpha / beta): 7.43 / 7.44 eV
* charge: 0

# 11
CH2N2P2 | ωB97M-V/def2-TZVPD

Structure (XYZ):
```
7
Properties=species:S:1:pos:R:3:forces:R:3
C -0.36107 0.90623 0.53030 0.304 0.573 0.585
N 0.38583 -0.10196 0.64674 0.986 -1.791 -0.300
N -1.87708 -0.97783 -0.28891 -0.867 1.624 0.604
P -2.07413 0.58507 0.08528 -0.833 -0.880 -0.985
P -0.42512 -1.55884 0.26143 0.732 -0.285 -0.004
H 0.18620 1.80858 0.71038 -0.523 1.171 0.155
H 0.21940 -1.60928 -0.99129 0.199 -0.413 -0.055
```
Positions in Å, forces in eV/Å.

* HOMO: -9.58 eV
* HOMO-LUMO gap: 8.45 eV
* charge: 0

# 12
CH2N2P2 | ωB97M-V/def2-TZVPD

Structure (XYZ):
```
7
Properties=species:S:1:pos:R:3:forces:R:3
C 0.29556 -0.40083 0.82958 -0.103 1.631 0.842
N 1.06563 -0.21014 1.84274 -0.083 0.795 -0.184
N -0.36654 1.98361 1.45662 1.473 0.102 1.012
P 0.80799 1.42857 2.42402 -1.133 -0.189 -0.712
P -0.95015 0.79554 0.46062 -1.078 -0.124 0.910
H 0.28498 -1.17102 0.15138 0.570 -2.696 -0.993
H -0.57040 1.06699 -0.82740 0.354 0.481 -0.875
```
Positions in Å, forces in eV/Å.

* HOMO: -9.32 eV
* HOMO-LUMO gap: 8.48 eV
* charge: 0

Energy above the lowest of the compared OMol25 structures with the same formula, charge and spin for every record listed, in sequence, given in kJ/mol: 15.6 163.5 281.4 28.8 166.3 497.4 195.6 47.9 257.5 0.0 92.9 88.6.
E_tot for every record listed, in sequence, given in eV: -10186.5047 -19481.5985 -19480.3774 -21026.1254 -21024.7006 -21021.2684 -21020.4324 -12236.1546 -23069.5652 -16930.3161 -22625.9943 -22626.0389.